Entry one
Molecular formula: C3H7PS2
Method: DFT, ωB97M-V with the def2-TZVPD basis set

The geometry in ORCA input format:
```
! wB97M-V def2-TZVPD RIJCOSX def2/J DEFGRID3
* xyz 0 1
C 1.907 0.588 -0.946
C 0.212 -1.226 -0.569
C -0.401 0.740 1.332
P 1.175 -0.382 0.627
S 2.828 -0.883 1.531
S 2.194 2.227 -0.456
H -0.465 -2.121 -0.536
H 1.141 -1.553 -1.077
H -0.121 -0.391 -1.204
H -0.723 0.519 2.294
H -1.240 0.463 0.765
H -0.153 1.734 1.255
H 2.431 2.625 -1.673
*
```

Output
- frontier orbital gap (Eh) = 0.2862
- LUMO (eV) = -0.63

Entry two
Molecular formula: C3H7PS2
Method: DFT, ωB97M-V with the def2-TZVPD basis set

The geometry in ORCA input format:
```
! wB97M-V def2-TZVPD RIJCOSX def2/J DEFGRID3
* xyz 0 1
C -0.882 -0.090 -1.089
C -1.394 -1.588 1.228
C -0.703 1.396 -1.897
P -0.634 0.022 0.641
S -1.179 -1.555 -1.882
S 0.496 2.271 -0.892
H -1.546 -1.411 2.333
H -0.689 -2.358 0.883
H -2.358 -1.905 0.760
H -1.522 2.116 -1.905
H -0.285 1.172 -2.913
H -1.541 1.068 0.772
H 1.302 1.247 -0.695
*
```

Output
- frontier orbital gap (Eh) = 0.2862
- LUMO (eV) = -0.59
- SMILES = CPC(=S)CS

Result of the stability comparison: entry one is the least stable of them.

Entry one
Molecular formula: C5H11O2
Method: DFT, ωB97M-V with the def2-TZVPD basis set

The geometry in ORCA input format:
```
! wB97M-V def2-TZVPD RIJCOSX def2/J DEFGRID3
* xyz -1 1
C 0.919 0.764 2.316
C -0.313 0.983 1.408
O -0.239 1.945 0.605
O -1.245 0.157 1.536
H 1.542 1.659 2.340
H 1.493 -0.089 1.951
H 0.617 0.606 3.356
C 0.014 -1.155 -1.325
C 0.305 0.117 -2.121
C 0.208 -2.414 -2.196
H -0.989 -1.159 -0.905
H 0.726 -1.179 -0.498
H 1.360 0.197 -2.373
H -0.276 0.155 -3.049
H -0.093 -2.218 -3.226
H 0.010 0.988 -1.530
H -0.394 -3.243 -1.816
H 1.239 -2.773 -2.231
*
```

Output
- frontier orbital gap (Eh) = 0.2867
- LUMO (eV) = 3.87

Entry two
Molecular formula: C5H11O2
Method: DFT, ωB97M-V with the def2-TZVPD basis set

The geometry in ORCA input format:
```
! wB97M-V def2-TZVPD RIJCOSX def2/J DEFGRID3
* xyz -1 1
C -1.763 2.006 -0.550
O -2.570 1.242 0.367
C -0.521 1.211 -0.798
C -0.188 0.766 -2.008
H -1.551 2.994 -0.133
H -2.323 2.117 -1.490
H -3.409 1.669 0.533
H 0.100 0.870 0.054
H 0.755 0.275 -2.190
H -0.913 0.879 -2.817
C 1.225 -1.061 1.196
O 1.660 -0.224 0.216
C 1.864 -2.461 1.081
H 0.113 -1.209 1.165
H 1.434 -0.660 2.218
H 1.565 -3.098 1.929
H 2.954 -2.373 1.079
H 1.569 -2.946 0.148
*
```

Output
- frontier orbital gap (Eh) = 0.2135
- LUMO (eV) = 3.49

Entry three
Molecular formula: C5H11O2
Method: DFT, ωB97M-V with the def2-TZVPD basis set

The geometry in ORCA input format:
```
! wB97M-V def2-TZVPD RIJCOSX def2/J DEFGRID3
* xyz -1 1
C 0.489 -1.923 -1.314
C 0.739 -1.967 0.184
H -0.397 -2.518 -1.584
H 0.256 -0.867 -1.684
H 1.286 -2.405 -1.799
H -0.209 -1.841 0.830
H 1.438 -1.170 0.319
H 1.179 -2.948 0.458
C -0.055 1.991 0.667
C -1.019 0.975 1.301
C -0.124 1.883 -0.930
O 0.194 2.947 -1.539
O -0.475 0.727 -1.277
H -0.248 3.083 0.981
H 0.908 1.794 1.096
H -0.623 0.059 1.682
H -1.796 0.709 0.497
H -1.545 1.471 2.109
*
```

Output
- frontier orbital gap (Eh) = 0.2992
- LUMO (eV) = 4.11

Result of the stability comparison: entry two is the least stable of them.

Entry one
Molecular formula: C5H11O2
Method: DFT, ωB97M-V with the def2-TZVPD basis set

The geometry in ORCA input format:
```
! wB97M-V def2-TZVPD RIJCOSX def2/J DEFGRID3
* xyz -1 1
C 0.877 -1.674 -1.129
C 1.336 -2.135 0.224
H 1.333 -2.145 -2.120
H -0.180 -1.857 -1.399
H 0.724 -0.619 -1.431
H 1.706 -1.265 0.773
H 0.544 -2.490 0.850
H 2.057 -2.909 0.133
C -1.247 1.904 0.108
C -1.337 0.641 0.975
C 0.243 2.323 -0.085
O 0.836 1.697 -0.991
O 0.662 3.169 0.725
H -1.666 1.622 -0.881
H -1.846 2.631 0.688
H -2.361 0.428 1.231
H -0.750 0.835 1.940
H -0.931 -0.153 0.388
*
```

Output
- frontier orbital gap (Eh) = 0.2881
- LUMO (eV) = 3.92

Entry two
Molecular formula: C5H11O2
Method: DFT, ωB97M-V with the def2-TZVPD basis set

The geometry in ORCA input format:
```
! wB97M-V def2-TZVPD RIJCOSX def2/J DEFGRID3
* xyz -1 1
C 2.108 1.546 0.914
C 1.608 2.946 0.512
H 1.353 0.817 0.660
H 3.015 1.267 0.373
H 2.332 1.456 1.972
H 0.517 2.959 0.474
H 1.945 3.248 -0.483
H 1.912 3.642 1.292
C -1.005 -1.205 -1.273
C -0.416 -2.619 -1.245
C -0.961 -0.478 0.094
O -0.750 -1.199 1.094
O -1.179 0.756 0.062
H -0.390 -0.602 -1.954
H -1.987 -1.153 -1.740
H -0.922 -3.200 -0.471
H 0.651 -2.553 -1.025
H -0.539 -3.147 -2.191
*
```

Output
- frontier orbital gap (Eh) = 0.2999
- LUMO (eV) = 4.17

Result of the stability comparison: entry one is the least stable of them.

Entry one
Molecular formula: C4H6O2
Method: DFT, ωB97M-V with the def2-TZVPD basis set

The geometry in ORCA input format:
```
! wB97M-V def2-TZVPD RIJCOSX def2/J DEFGRID3
* xyz 0 1
O -0.370 0.888 -1.784
C 0.081 1.519 -0.680
C 0.480 -0.525 0.699
C -0.682 -1.393 0.456
O 0.416 -1.385 -0.456
C 0.487 0.940 0.456
H -0.171 -0.062 -1.672
H 0.090 2.599 -0.805
H 1.187 -0.875 1.452
H -0.794 -2.316 1.022
H -1.603 -0.962 0.065
H 0.879 1.571 1.247
*
```

Output
- frontier orbital gap (Eh) = 0.3605
- LUMO (eV) = 1.03
- SMILES = O/C=C\[C@H]1CO1

Entry two
Molecular formula: C4H6O2
Method: DFT, ωB97M-V with the def2-TZVPD basis set

The geometry in ORCA input format:
```
! wB97M-V def2-TZVPD RIJCOSX def2/J DEFGRID3
* xyz 0 1
C -1.881 0.442 -0.276
O -1.698 -0.514 0.560
C 0.491 -0.221 0.849
C 1.342 -0.966 -0.159
O 1.229 0.173 -1.063
C 0.482 0.831 -0.084
H -2.315 1.391 0.094
H -2.021 0.204 -1.347
H 0.530 -0.251 1.936
H 2.390 -1.140 0.120
H 0.902 -1.870 -0.604
H 0.548 1.920 -0.027
*
```

Output
- frontier orbital gap (spin up / spin down) (Eh) = 0.2729 / 0.2740
- LUMO (spin up / spin down) (eV) = -0.46 / -0.41

Result of the stability comparison: entry two is the least stable of them.